Below is a molecular structure, C35H43BCl3FMgN6O2S3, with properties calculated with ωB97M-V with the def2-TZVPD basis set.

Output
E_HOMO = -7.730 eV
F_max = 0.0130 Eh/bohr
total charge = 0
gap between HOMO and LUMO = 7.030 eV

Atoms and positions in Å:
Mg  3.339  1.198  -0.576
C  3.004  0.092  3.586
C  1.801  0.240  2.715
C  0.749  1.014  3.046
C  -0.325  1.206  2.125
N  -0.348  0.605  0.979
N  0.683  -0.220  0.656
B  0.535  -0.967  -0.698
N  0.335  -2.470  -0.587
N  -0.871  -2.655  0.025
C  -1.208  -3.837  0.415
C  -0.311  -4.938  0.262
C  0.858  -4.785  -0.386
C  1.829  -5.915  -0.518
C  1.186  -3.481  -0.954
S  2.503  -3.290  -1.946
C  -2.568  -4.035  1.061
C  -2.385  -4.616  2.471
C  -3.323  -2.717  1.152
C  -3.369  -5.019  0.197
N  -0.568  -0.171  -1.548
N  -1.882  -0.042  -1.516
C  -2.403  0.791  -2.397
C  -1.591  1.538  -3.282
C  -0.232  1.387  -3.313
C  0.694  2.109  -4.237
C  0.247  0.453  -2.388
S  1.783  -0.344  -2.113
C  -3.928  0.833  -2.510
C  -4.617  0.675  -1.152
C  -4.409  2.144  -3.139
C  -4.318  -0.343  -3.421
C  1.774  -0.417  1.428
S  3.060  -1.292  0.810
C  -1.494  2.109  2.484
C  -2.295  1.416  3.599
C  -2.397  2.323  1.277
C  -0.983  3.467  2.979
H  2.872  0.648  4.513
H  3.889  0.463  3.065
H  3.192  -0.958  3.809
H  0.750  1.548  3.987
H  -0.564  -5.899  0.692
H  1.412  -6.826  -0.090
H  2.758  -5.663  -0.004
H  2.090  -6.081  -1.562
H  -1.761  -3.962  3.084
H  -1.926  -5.605  2.450
H  -3.358  -4.713  2.957
H  -2.794  -1.997  1.780
H  -4.314  -2.894  1.576
H  -3.430  -2.268  0.166
H  -2.872  -5.988  0.123
H  -3.502  -4.628  -0.814
H  -4.356  -5.179  0.635
H  -2.052  2.243  -3.959
H  0.145  2.779  -4.896
H  1.249  1.392  -4.846
H  1.423  2.681  -3.661
H  -4.560  1.600  -0.578
H  -4.173  -0.122  -0.563
H  -5.671  0.444  -1.314
H  -4.033  3.011  -2.592
H  -5.499  2.173  -3.104
H  -4.121  2.239  -4.187
H  -4.021  -1.293  -2.972
H  -3.838  -0.262  -4.399
H  -5.399  -0.354  -3.570
H  -2.659  0.442  3.265
H  -3.154  2.029  3.876
H  -1.686  1.264  4.493
H  -2.740  1.372  0.877
H  -1.865  2.852  0.481
H  -3.262  2.921  1.573
H  -0.338  3.379  3.854
H  -1.833  4.092  3.260
H  -0.423  3.983  2.197
F  9.438  2.261  0.264
C  8.125  1.992  0.044
C  7.665  0.707  0.235
C  6.315  0.449  0.010
C  5.406  1.434  -0.403
C  5.952  2.716  -0.583
C  7.295  3.012  -0.364
H  8.352  -0.067  0.552
H  5.972  -0.569  0.170
H  5.317  3.536  -0.912
H  7.696  4.008  -0.505
Cl  2.113  5.437  1.292
C  1.915  4.800  -0.333
Cl  0.192  4.867  -0.802
Cl  2.881  5.746  -1.469
C  2.316  3.303  -0.426
O  2.508  2.652  0.624
O  2.406  2.805  -1.574

Okay, here come the Löwdin numbers, in e, for every atom:
1. Mg 0.57
2. C -0.05
3. C -0.24
4. C 0.06
5. C -0.20
6. N 0.19
7. N 0.01
8. B -0.80
9. N 0.01
10. N 0.18
11. C -0.22
12. C 0.04
13. C -0.25
14. C -0.08
15. C -0.70
16. S 0.67
17. C -0.55
18. C -0.04
19. C -0.06
20. C -0.04
21. N 0.02
22. N 0.21
23. C -0.18
24. C 0.08
25. C -0.20
26. C -0.01
27. C -0.43
28. S 0.96
29. C -0.54
30. C -0.05
31. C -0.06
32. C -0.04
33. C -0.65
34. S 0.76
35. C -0.54
36. C -0.03
37. C -0.06
38. C -0.04
39. H 0.08
40. H 0.09
41. H 0.08
42. H 0.12
43. H 0.12
44. H 0.08
45. H 0.09
46. H 0.07
47. H 0.09
48. H 0.08
49. H 0.09
50. H 0.08
51. H 0.09
52. H 0.06
53. H 0.08
54. H 0.09
55. H 0.09
56. H 0.12
57. H 0.09
58. H 0.10
59. H 0.08
60. H 0.08
61. H 0.06
62. H 0.09
63. H 0.09
64. H 0.09
65. H 0.08
66. H 0.09
67. H 0.09
68. H 0.09
69. H 0.08
70. H 0.09
71. H 0.08
72. H 0.06
73. H 0.07
74. H 0.09
75. H 0.08
76. H 0.09
77. H 0.06
78. F 0.03
79. C -0.30
80. C -0.03
81. C -0.15
82. C -0.19
83. C -0.14
84. C -0.03
85. H 0.11
86. H 0.07
87. H 0.08
88. H 0.11
89. Cl 0.64
90. C -1.50
91. Cl 0.61
92. Cl 0.64
93. C -0.81
94. O -0.05
95. O -0.10

---

Below is a molecular structure, C35H43Cl2GeN7O6W at a distorted geometry, with properties calculated with ωB97M-V with the def2-TZVPD basis set.

Output
E_HOMO = -19.629 eV
F_max = 0.0831 Eh/bohr
total charge = +4
gap between HOMO and LUMO = 5.301 eV

Atoms and positions in Å:
W  -0.269  -0.170  0.931
Cl  4.993  -4.415  -0.662
C  4.060  -3.109  -0.240
C  2.715  -3.261  -0.077
C  1.935  -2.136  0.258
N  0.647  -2.077  0.515
C  -0.089  -3.329  0.618
O  0.411  -4.340  0.993
C  -1.480  -3.151  0.202
C  -2.266  -4.230  -0.147
C  -3.549  -3.973  -0.619
C  -3.981  -2.658  -0.683
C  -3.127  -1.639  -0.276
N  -1.893  -1.883  0.148
C  2.585  -0.803  0.341
C  3.979  -0.675  0.243
C  4.723  -1.783  -0.035
Cl  6.370  -1.667  -0.192
N  1.768  0.196  0.552
C  2.330  1.218  1.454
O  2.612  2.328  1.161
C  2.334  0.604  2.816
C  3.217  0.993  3.793
C  3.128  0.373  5.041
C  2.148  -0.582  5.233
C  1.287  -0.901  4.186
N  1.373  -0.334  2.988
H  2.286  -4.243  -0.177
H  -1.873  -5.234  -0.055
H  -4.194  -4.784  -0.933
H  -4.972  -2.411  -1.039
H  -3.443  -0.605  -0.280
H  4.461  0.290  0.336
H  3.951  1.761  3.582
H  3.810  0.637  5.839
H  2.033  -1.081  6.186
H  0.516  -1.644  4.324
C  -3.734  -1.411  3.120
C  -2.458  -0.603  3.291
C  -2.175  -0.283  4.742
O  -1.298  -1.348  2.698
C  -2.506  0.667  2.455
O  -2.812  1.737  2.832
O  -2.043  0.396  1.164
H  -3.700  -2.302  3.750
H  -3.900  -1.703  2.086
H  -4.585  -0.813  3.449
H  -2.144  -1.203  5.327
H  -2.980  0.335  5.137
H  -1.236  0.258  4.861
H  -1.329  -2.250  3.055
C  -0.368  3.864  3.508
N  -0.252  3.808  2.033
C  -0.179  4.953  1.277
C  -0.013  4.899  -0.057
C  0.051  3.620  -0.679
N  -0.087  2.507  0.080
C  -0.167  2.642  1.390
O  -0.097  1.533  2.065
N  0.225  3.497  -1.982
H  -0.650  4.873  3.791
H  0.587  3.612  3.964
H  -1.137  3.174  3.837
H  -0.256  5.886  1.818
H  0.076  5.805  -0.641
H  0.328  4.314  -2.566
H  0.295  2.591  -2.417
C  -2.377  0.670  -5.994
C  -2.502  0.328  -4.514
C  -1.890  1.403  -3.620
C  -1.947  1.070  -2.127
Ge  -0.427  -0.111  -1.578
C  1.320  0.019  -2.484
C  1.205  -0.133  -4.007
C  2.383  -0.922  -4.581
C  3.747  -0.310  -4.273
H  -2.859  -0.086  -6.611
H  -1.332  0.740  -6.305
H  -2.845  1.630  -6.215
H  -2.028  -0.640  -4.316
H  -3.558  0.212  -4.254
H  -2.442  2.340  -3.751
H  -0.868  1.606  -3.957
H  -2.842  0.491  -1.905
H  -1.969  1.952  -1.493
H  -0.875  -1.435  -2.238
H  1.859  -0.854  -2.085
H  1.905  0.894  -2.188
H  1.162  0.855  -4.473
H  0.278  -0.651  -4.271
H  2.253  -0.985  -5.662
H  2.338  -1.955  -4.218
H  3.794  0.736  -4.582
H  4.532  -0.846  -4.803
H  3.991  -0.355  -3.204

Okay, here come the Löwdin numbers, in e, for every atom:
1. W 1.87
2. Cl 0.96
3. C -0.60
4. C 0.00
5. C -0.15
6. N 0.02
7. C -0.36
8. O 0.21
9. C -0.21
10. C 0.08
11. C 0.05
12. C 0.04
13. C -0.12
14. N -0.03
15. C -0.22
16. C 0.00
17. C -0.61
18. Cl 0.96
19. N -0.03
20. C -0.40
21. O 0.22
22. C -0.20
23. C 0.06
24. C 0.03
25. C 0.02
26. C -0.07
27. N 0.07
28. H 0.13
29. H 0.15
30. H 0.15
31. H 0.14
32. H 0.12
33. H 0.15
34. H 0.15
35. H 0.14
36. H 0.14
37. H 0.12
38. C 0.05
39. C -0.43
40. C 0.03
41. O -0.12
42. C -0.44
43. O 0.24
44. O -0.26
45. H 0.12
46. H 0.08
47. H 0.13
48. H 0.12
49. H 0.13
50. H 0.09
51. H 0.14
52. C 0.07
53. N 0.02
54. C 0.05
55. C 0.07
56. C -0.29
57. N 0.17
58. C -0.46
59. O -0.17
60. N 0.25
61. H 0.12
62. H 0.11
63. H 0.09
64. H 0.16
65. H 0.15
66. H 0.16
67. H 0.08
68. C -0.08
69. C -0.27
70. C -0.28
71. C -0.30
72. Ge 0.89
73. C -0.34
74. C -0.27
75. C -0.24
76. C -0.09
77. H 0.09
78. H 0.08
79. H 0.09
80. H 0.09
81. H 0.12
82. H 0.14
83. H 0.08
84. H 0.05
85. H 0.05
86. H 0.02
87. H 0.05
88. H 0.07
89. H 0.11
90. H 0.09
91. H 0.12
92. H 0.11
93. H 0.09
94. H 0.09
95. H 0.05

---

Below is a molecular structure, C35H43ClN2OsPSb at a distorted geometry, with properties calculated with ωB97M-V with the def2-TZVPD basis set.

Output
E_HOMO (alpha / beta) = -13.261 / -14.094 eV
F_max = 0.0578 Eh/bohr
2S+1 = 5
total charge = +2
gap between HOMO and LUMO (alpha / beta) = 7.362 / 6.713 eV

Atoms and positions in Å:
Os  -9.712  -15.157  4.243
N  -9.970  -15.315  6.095
P  -10.986  -16.320  6.791
C  -10.058  -17.698  7.530
C  -9.029  -17.332  8.393
C  -8.282  -18.312  9.020
C  -8.553  -19.651  8.777
C  -9.572  -20.012  7.908
C  -10.333  -19.038  7.278
C  -12.103  -15.617  8.022
C  -12.281  -14.248  8.185
C  -13.262  -13.804  9.058
C  -14.056  -14.712  9.743
C  -13.863  -16.076  9.583
C  -12.878  -16.534  8.728
C  -12.043  -17.000  5.447
C  -13.428  -17.066  5.502
C  -14.145  -17.465  4.383
C  -13.493  -17.753  3.195
C  -12.110  -17.691  3.131
C  -11.388  -17.322  4.255
H  -8.845  -16.279  8.575
H  -7.501  -18.036  9.715
H  -7.976  -20.417  9.277
H  -9.790  -21.057  7.739
H  -11.147  -19.327  6.625
H  -11.656  -13.554  7.637
H  -13.415  -12.743  9.192
H  -14.829  -14.354  10.408
H  -14.483  -16.782  10.115
H  -12.706  -17.598  8.604
H  -13.946  -16.812  6.416
H  -15.220  -17.552  4.438
H  -14.060  -18.045  2.323
H  -11.595  -17.952  2.215
H  -10.291  -17.391  4.251
C  -5.314  -18.231  6.752
C  -6.264  -18.847  5.751
Sb  -7.292  -17.382  4.450
C  -8.088  -18.807  2.944
C  -7.214  -20.011  2.655
C  -5.577  -16.384  3.491
C  -4.619  -17.335  2.811
H  -4.799  -19.031  7.286
H  -5.846  -17.623  7.483
H  -4.557  -17.616  6.265
H  -7.047  -19.420  6.249
H  -5.728  -19.496  5.056
H  -8.256  -18.226  2.035
H  -9.054  -19.143  3.327
H  -6.223  -19.724  2.312
H  -7.682  -20.603  1.866
H  -7.110  -20.649  3.531
H  -5.090  -15.848  4.305
H  -5.982  -15.649  2.794
H  -4.299  -18.130  3.483
H  -3.730  -16.784  2.500
H  -5.062  -17.780  1.922
C  -7.019  -10.599  3.958
C  -6.484  -11.870  4.638
C  -6.281  -11.635  6.139
C  -5.165  -12.296  3.973
C  -7.466  -12.923  4.475
C  -8.326  -13.787  4.371
H  -6.255  -9.823  3.972
H  -7.899  -10.230  4.481
H  -7.290  -10.799  2.923
H  -5.549  -10.847  6.303
H  -5.930  -12.545  6.622
H  -7.218  -11.339  6.604
H  -4.458  -11.468  4.000
H  -5.326  -12.573  2.932
H  -4.725  -13.142  4.498
Cl  -8.209  -15.592  -1.290
C  -9.420  -15.306  -0.113
C  -10.729  -14.993  -0.482
C  -11.650  -14.750  0.524
C  -11.251  -14.806  1.847
N  -9.992  -15.110  2.206
C  -9.099  -15.359  1.241
H  -11.010  -14.916  -1.523
H  -12.674  -14.504  0.286
H  -11.956  -14.575  2.644
H  -8.089  -15.596  1.553

Okay, here come the Löwdin numbers, in e, for every atom:
1. Os 1.26
2. N -0.39
3. P 0.84
4. C -0.31
5. C -0.08
6. C -0.07
7. C -0.06
8. C -0.06
9. C -0.08
10. C -0.31
11. C -0.06
12. C -0.05
13. C -0.04
14. C -0.05
15. C -0.10
16. C -0.28
17. C -0.04
18. C -0.02
19. C -0.04
20. C -0.08
21. C -0.21
22. H 0.11
23. H 0.12
24. H 0.12
25. H 0.12
26. H 0.11
27. H 0.11
28. H 0.12
29. H 0.12
30. H 0.12
31. H 0.12
32. H 0.11
33. H 0.12
34. H 0.12
35. H 0.12
36. H 0.01
37. C -0.17
38. C -0.38
39. Sb 1.47
40. C -0.41
41. C -0.17
42. C -0.41
43. C -0.17
44. H 0.09
45. H 0.06
46. H 0.07
47. H 0.04
48. H 0.05
49. H 0.04
50. H 0.03
51. H 0.06
52. H 0.08
53. H 0.07
54. H 0.04
55. H 0.03
56. H 0.07
57. H 0.09
58. H 0.07
59. C -0.03
60. C -0.62
61. C -0.03
62. C -0.03
63. C -0.06
64. C -0.21
65. H 0.10
66. H 0.09
67. H 0.09
68. H 0.10
69. H 0.09
70. H 0.09
71. H 0.10
72. H 0.09
73. H 0.08
74. Cl 0.77
75. C -0.63
76. C -0.03
77. C -0.01
78. C -0.14
79. N -0.17
80. C -0.14
81. H 0.13
82. H 0.13
83. H 0.12
84. H 0.10